Here is a 3-piece molecular cluster, C5H18N2O3 overall in a non-equilibrium geometry from the Open Molecules 2025 dataset. Energies are from wB97M-V/def2-TZVPD.

Structure (XYZ):
```
28
Properties=species:S:1:pos:R:3:mulliken_charge:R:1
C -0.916 -0.827 0.555 0.0201
N -1.520 -0.601 -0.715 0.0386
C -1.546 -1.620 -1.765 -0.5512
N -0.479 -1.357 -2.669 -0.3652
C -1.043 0.422 1.435 -1.2260
C 0.108 1.416 1.183 0.6504
C -0.274 2.814 1.640 -1.3902
O 0.388 1.293 -0.222 -0.5483
H -1.376 -1.666 1.080 0.4732
H 0.137 -1.112 0.428 -0.1536
H -1.462 0.377 -1.013 0.3081
H -1.626 -2.589 -1.275 0.4091
H -2.478 -1.550 -2.306 0.3448
H -0.540 -0.433 -3.087 0.2807
H 0.463 -1.561 -2.345 0.2123
H -1.106 0.228 2.499 0.4046
H -1.937 0.948 1.089 0.4124
H 1.055 1.178 1.671 0.1943
H -1.155 2.796 2.286 0.3612
H 0.504 3.387 2.139 0.3396
H -0.683 3.420 0.832 0.3891
H 0.607 2.107 -0.688 0.2828
H 2.633 -0.345 -0.173 0.3137
H 3.818 0.323 0.576 0.3146
O 3.359 0.280 -0.270 -0.6389
H 2.116 -2.261 -0.946 0.3383
H 1.009 -2.635 0.069 0.4014
O 1.945 -2.431 -0.010 -0.6160
```

Computed properties:
E_HOMO (alpha / beta)   -14.017 / -14.010 eV
Multiplicity   2
F_max   1.4 eV/A
Orbital gap (alpha / beta)   0.407 / 0.249 hartree
Charge   +1



Here is a 3-piece molecular cluster, C5H18NO2 overall in a non-equilibrium geometry from the Open Molecules 2025 dataset. Energies are from wB97M-V/def2-TZVPD.

Structure (XYZ):
```
26
Properties=species:S:1:pos:R:3:mulliken_charge:R:1
C 0.762 0.826 -2.549 -1.4954
C -0.009 0.399 -1.337 0.1044
C 0.287 1.460 -0.212 -0.6160
C -0.515 1.071 1.080 -0.5460
C -2.018 0.854 0.982 -1.2386
N 0.643 -0.887 -0.900 -0.1268
H 1.832 0.666 -2.541 0.4296
H 0.355 0.416 -3.440 0.4327
H 0.727 2.003 -2.620 0.3164
H -1.015 0.231 -1.498 0.4277
H 0.046 2.403 -0.597 0.4920
H 1.297 1.497 0.159 0.3462
H -0.333 1.642 1.927 0.7571
H 0.048 0.069 1.458 -0.2369
H -2.262 0.581 2.082 0.3286
H -2.308 0.127 0.236 0.2968
H -2.455 1.841 0.807 0.3305
H 0.334 -1.403 -0.075 0.2223
H 0.574 -1.528 -1.618 0.3376
H 1.584 -0.678 -0.779 0.3662
H -0.636 -3.587 0.971 0.3257
H -1.402 -4.032 -0.309 0.2890
O -0.919 -3.340 0.048 -0.6220
H 2.382 -0.222 3.485 0.3092
H 1.148 0.149 2.462 0.4083
O 1.850 -0.560 2.779 -0.6386
```

Computed properties:
E_HOMO   -14.676 eV
F_max   4.6 eV/A
Orbital gap   0.432 hartree
Charge   +1



Here is a 3-piece molecular cluster, C5H18NO2S2 overall in a non-equilibrium geometry from the Open Molecules 2025 dataset. Energies are from wB97M-V/def2-TZVPD.

Structure (XYZ):
```
28
Properties=species:S:1:pos:R:3:mulliken_charge:R:1
N -1.543 0.007 0.886 -0.2314
C -0.781 -0.156 2.196 -0.8193
C 0.591 -0.825 2.138 -0.5522
S 1.950 0.389 2.070 -0.0277
S 1.780 1.354 0.343 -0.0836
C 2.406 0.407 -0.964 -0.5558
C 1.621 -0.864 -1.366 0.1587
C 2.394 -1.397 -2.591 -1.4575
H -2.207 0.827 0.985 0.3990
H -0.956 0.396 0.126 0.2243
H -1.992 -0.870 0.643 0.3913
H -0.618 0.865 2.599 0.3603
H -1.514 -0.583 2.896 0.4768
H 0.653 -1.361 3.091 0.3400
H 0.737 -1.656 1.458 0.3409
H 3.393 0.094 -0.553 0.3604
H 2.488 1.017 -1.879 0.3509
H 0.542 -0.841 -1.571 0.1421
H 1.848 -1.624 -0.574 0.0630
H 3.487 -1.475 -2.432 0.3540
H 1.998 -2.323 -2.990 0.3938
H 2.184 -0.741 -3.473 0.3664
H -3.286 -0.270 -1.740 0.3141
H -4.103 -1.235 -0.846 0.2948
O -3.234 -0.833 -0.962 -0.6131
H -3.365 3.904 0.629 0.3314
H -1.864 4.057 0.678 0.3280
O -2.606 3.734 1.203 -0.6494
```

Computed properties:
E_HOMO   -12.149 eV
F_max   3.0 eV/A
Orbital gap   0.331 hartree
Charge   +1



Here is a 4-piece molecular cluster, C5H18NO4 overall in a non-equilibrium geometry from the Open Molecules 2025 dataset. Energies are from wB97M-V/def2-TZVPD.

Structure (XYZ):
```
28
Properties=species:S:1:pos:R:3:mulliken_charge:R:1
C 1.212 0.693 -0.666 -0.7357
N 1.659 -0.547 0.011 -0.0208
C 1.878 -1.528 -1.030 -1.1233
C -0.328 -1.845 0.875 -1.2535
C 0.885 -0.970 1.191 0.3297
C 0.441 0.257 2.087 -0.9240
O -0.909 0.545 2.185 -0.6312
H 0.540 1.282 -0.048 0.0133
H 0.744 0.485 -1.626 0.4044
H 2.071 1.335 -0.830 0.2280
H 0.971 -1.981 -1.438 0.3810
H 2.420 -1.130 -1.897 0.4068
H 2.536 -2.358 -0.724 0.2910
H -1.079 -1.816 1.663 0.3885
H -0.820 -1.401 0.008 0.2516
H 0.000 -2.846 0.602 0.4094
H 1.590 -1.574 1.760 0.3149
H 0.770 -0.042 3.103 0.3642
H 1.056 1.159 1.943 0.3977
H -2.885 1.461 -0.242 0.1110
H -1.453 0.552 1.319 0.4437
O -2.076 0.940 -0.084 -1.0607
H -1.638 0.341 -1.467 0.3748
H -2.663 -0.298 -2.314 0.2650
O -1.728 -0.116 -2.404 -0.7174
H -0.488 3.666 -0.517 0.3075
H -1.393 2.390 -0.563 0.5095
O -1.311 3.345 -0.896 -0.7253
```

Computed properties:
E_HOMO   -4.831 eV
F_max   1.6 eV/A
Orbital gap   0.313 hartree
Charge   -1



Here is a 5-piece molecular cluster, C5H18NO5 overall in a non-equilibrium geometry from the Open Molecules 2025 dataset. Energies are from wB97M-V/def2-TZVPD.

Structure (XYZ):
```
29
Properties=species:S:1:pos:R:3:mulliken_charge:R:1
C -0.513 -1.364 -0.645 -0.3761
C -0.563 -2.396 0.530 -0.6215
C 0.755 -2.689 1.167 -0.1289
C 1.838 -3.025 0.485 -0.7896
N -1.761 -0.604 -0.632 -0.4906
C -1.658 0.602 0.265 -0.5980
O -0.791 1.551 -0.175 -0.7349
H -0.395 -1.826 -1.626 0.4367
H 0.354 -0.713 -0.487 0.1642
H -0.908 -3.323 0.068 0.2714
H -1.328 -1.980 1.169 0.4318
H 0.784 -2.583 2.248 0.2827
H 2.731 -3.383 0.999 0.2614
H 1.980 -3.050 -0.591 0.2601
H -2.009 -0.191 -1.514 0.2928
H -2.702 0.970 0.203 0.3237
H -1.515 0.235 1.292 0.2596
H 1.856 1.373 -2.619 0.3494
H 2.613 0.485 -1.581 0.3215
O 2.488 0.650 -2.524 -0.6579
H 0.866 1.433 0.879 0.3200
H 0.788 1.754 2.356 0.3371
O 1.435 1.639 1.650 -0.7331
H -2.224 3.218 1.544 0.2794
H -0.908 2.619 1.201 0.3545
O -1.416 2.950 2.002 -0.6992
H 0.652 2.898 -1.546 0.2733
H -0.380 1.925 -1.939 0.3114
O -0.069 2.827 -2.179 -0.7009
```

Computed properties:
E_HOMO   -4.601 eV
F_max   1.7 eV/A
Orbital gap   0.298 hartree
Charge   -1



Here is a 5-piece molecular cluster, C5H18NO6 overall in a non-equilibrium geometry from the Open Molecules 2025 dataset. Energies are from wB97M-V/def2-TZVPD.

Structure (XYZ):
```
30
Properties=species:S:1:pos:R:3:mulliken_charge:R:1
O -2.142 -1.383 2.193 -0.2681
C -1.597 -1.548 1.069 0.3461
O -1.081 -2.573 0.646 -0.6361
C -1.540 -0.222 0.244 0.9419
C -0.609 0.843 0.988 0.0224
C 0.522 0.148 1.796 -0.6102
C 1.617 -0.493 0.885 -0.1634
N 2.899 -0.472 1.647 -0.6353
H -0.940 -0.532 -0.609 -0.9704
H -2.515 0.177 0.004 0.5926
H -0.278 1.613 0.289 -0.8465
H -1.223 1.325 1.768 0.4250
H 0.200 -0.721 2.390 0.4519
H 0.839 0.946 2.461 0.4293
H 1.676 0.240 0.063 0.1578
H 1.412 -1.572 0.825 0.1504
H 2.799 -0.773 2.608 0.2529
H 3.375 0.419 1.633 0.2172
H 0.807 -1.884 -1.478 0.3124
H -0.396 -2.800 -1.053 0.4127
O 0.220 -2.579 -1.775 -0.6716
H 0.947 0.873 -3.531 0.2641
H -0.173 0.667 -2.416 0.3870
O 0.757 0.908 -2.585 -0.5826
H 0.904 3.057 0.311 0.3686
H -0.406 3.124 -0.583 0.3075
O 0.369 3.578 -0.279 -0.6335
H -1.778 -0.808 -2.426 0.3825
H -2.810 0.280 -2.510 0.3148
O -1.854 0.159 -2.574 -0.7194
```

Computed properties:
E_HOMO (alpha / beta)   -9.037 / -9.035 eV
Multiplicity   2
F_max   3.6 eV/A
Orbital gap (alpha / beta)   0.336 / 0.194 hartree
Charge   0



Here is a 4-piece molecular cluster, C5H18O3 overall in a non-equilibrium geometry from the Open Molecules 2025 dataset. Energies are from wB97M-V/def2-TZVPD.

Structure (XYZ):
```
26
Properties=species:S:1:pos:R:3:mulliken_charge:R:1
C -0.184 -2.386 0.754 -1.1173
C 0.714 -1.189 0.441 0.0809
C 0.044 0.184 0.536 -0.2297
C -1.211 0.393 1.367 -0.6145
C -2.551 0.015 0.742 -1.1911
H -1.131 -2.225 0.230 0.1692
H 0.203 -3.313 0.340 0.3738
H -0.437 -2.528 1.804 0.3009
H 1.560 -1.189 1.129 0.3479
H 1.097 -1.312 -0.571 -0.1423
H 0.806 0.888 0.890 0.3112
H -0.132 0.682 -0.422 0.1879
H -1.187 -0.132 2.332 0.2317
H -1.290 1.448 1.629 0.3387
H -3.379 0.241 1.412 0.3710
H -2.761 0.449 -0.237 0.2817
H -2.673 -1.061 0.569 0.3224
O 0.457 1.989 -2.210 -0.6349
H 0.414 2.737 -2.818 0.2932
H 1.259 2.179 -1.709 0.3072
O 1.149 3.528 0.325 -0.5791
H 1.702 4.313 0.217 0.2903
H 0.316 3.912 0.644 0.3041
O 2.393 -2.762 -2.776 -0.6457
H 2.627 -3.046 -1.880 0.3260
H 2.196 -1.817 -2.739 0.3166
```

Computed properties:
E_HOMO   -10.414 eV
F_max   1.4 eV/A
Orbital gap   0.396 hartree
Charge   0



Here is a 4-piece molecular cluster, C5H18O4 overall in a non-equilibrium geometry from the Open Molecules 2025 dataset. Energies are from wB97M-V/def2-TZVPD.

Structure (XYZ):
```
27
Properties=species:S:1:pos:R:3:mulliken_charge:R:1
C 0.482 -2.621 0.332 -1.0197
C 0.990 -2.000 -0.974 -0.5203
C 0.197 -0.699 -1.364 0.0341
C 1.156 0.422 -1.776 -0.6718
C 0.541 1.743 -2.191 -0.5373
O 0.332 2.589 -1.036 -0.5831
H 1.239 -2.406 1.083 0.2520
H 0.350 -3.699 0.281 0.3191
H -0.427 -2.164 0.713 0.3028
H 1.012 -2.668 -1.836 0.3568
H 2.001 -1.596 -0.899 0.3410
H -0.355 -0.386 -0.490 -0.1788
H -0.422 -0.908 -2.238 0.2815
H 1.793 0.001 -2.561 0.3250
H 1.875 0.615 -0.969 0.3982
H -0.489 1.612 -2.522 0.3115
H 1.130 2.288 -2.923 0.2947
H 1.170 2.699 -0.564 0.2929
O -0.238 1.119 3.968 -0.6212
H -0.299 0.298 3.465 0.3578
H -0.804 1.745 3.505 0.3229
O -1.681 1.509 0.941 -0.5954
H -1.178 2.027 0.291 0.3612
H -2.344 2.169 1.183 0.2569
O -1.861 -0.833 2.487 -0.6297
H -2.661 -0.861 1.950 0.3029
H -1.511 0.005 2.142 0.2459
```

Computed properties:
E_HOMO   -10.762 eV
F_max   1.7 eV/A
Orbital gap   0.412 hartree
Charge   0



Quick rundown of calculated total energy, same order as above: -536.208940; -406.252664; -1202.661806; -557.027369; -632.266137; -707.390375; -426.991851; -502.236370 a.u.